Record 1
14
Properties=species:S:1:pos:R:3:forces:R:3:nbo_charge:R:1 method="wB97M-V/def2-TZVPD" relative_energy_kcal_mol=42.6 gap_ev=9.912 e_homo_ev=-8.693 e_tot_ev=-5781.9656 lumo_energy_ev=1.2 smiles="C=CCNC" largest_force_ev_per_a=4.58
C -1.42907 0.94953 1.44278 -2.058 -3.842 -1.418 -0.4189
N -0.69329 0.85643 0.15160 -1.005 -2.046 1.893 -0.6288
C 0.30017 -0.25625 0.16796 0.578 2.143 1.426 -0.2446
C 1.28916 -1.32441 -1.70807 -0.590 -2.827 0.760 -0.3723
C 1.06456 -0.18416 -1.09952 -0.868 -1.680 -0.336 -0.1977
H -2.51859 0.42328 1.28931 2.556 0.668 0.393 0.1735
H -1.77959 1.87159 1.75324 0.150 2.334 0.367 0.2026
H -0.92943 0.40389 2.27719 -0.203 0.528 -0.539 0.1817
H -0.28320 1.70559 -0.11482 0.786 1.209 -0.195 0.3547
H 1.09802 -0.06891 0.97198 -1.102 -0.309 -0.370 0.1631
H -0.17428 -1.24206 0.39468 0.300 0.883 -0.522 0.2083
H 1.76877 -1.50884 -2.60794 1.105 0.549 -1.791 0.1883
H 0.97726 -2.37125 -1.33929 0.160 1.981 0.121 0.1809
H 1.30951 0.74559 -1.57912 0.192 0.410 0.214 0.2094


Record 2
71
Properties=species:S:1:pos:R:3:forces:R:3:mulliken_spin:R:1 method="wB97M-V/def2-TZVPD" relative_energy_kcal_mol=0.0 gap_ev="4.233 / 5.899" e_homo_ev="-15.764 / -15.765" spin_multiplicity=4 e_tot_ev=-147063.2439 lumo_energy_ev="-11.5 / -9.9" total_charge=+3 largest_force_ev_per_a=1.85
Cr 0.08388 -0.40134 0.81534 0.636 1.220 1.241 3.4750
P -1.39996 -2.19318 1.29420 -0.963 -1.251 0.336 -0.1228
P 1.90558 -0.62374 2.57341 0.942 0.206 0.757 -0.1848
P 1.52945 -1.71406 -0.53905 0.533 -0.512 -0.774 -0.1407
H -3.09455 3.50868 -5.36061 -0.319 -0.439 -0.082 0.0000
C -3.13999 2.50281 -5.80287 -0.799 -0.532 0.066 0.0000
C -3.61177 1.45092 -5.07960 0.020 1.019 -0.930 -0.0001
H -4.11017 1.60952 -4.09999 0.717 -0.026 -0.574 0.0000
C -3.01088 -1.74730 2.02196 -0.075 0.433 0.170 -0.0042
C -0.76825 -3.51101 2.37453 0.336 -0.017 0.106 0.0356
C -1.96168 -3.05782 -0.20317 0.122 0.089 -0.354 0.0064
C 3.10070 0.74756 2.39627 -0.157 0.189 -0.507 -0.0034
C 1.48540 -0.39844 4.33202 -0.660 0.027 0.042 -0.0204
C 2.94578 -2.12414 2.68209 -0.170 -0.287 -0.279 0.0012
C 0.82398 -1.59553 -2.19699 -0.256 0.079 -0.202 0.0187
C 1.77018 -3.50297 -0.30805 0.043 -0.210 0.201 0.0005
C 3.20787 -1.06691 -0.78810 0.316 0.196 -0.037 0.0011
H -2.84998 2.52070 -6.88538 -0.063 -0.654 1.218 0.0000
H -3.63032 0.41855 -5.45590 -0.100 0.609 -0.046 0.0000
H -3.40911 -0.84987 1.53532 0.042 -0.148 0.080 0.0000
H -2.93780 -1.54745 3.09711 0.014 -0.068 -0.270 0.0002
H -3.72202 -2.56680 1.85892 0.259 0.083 0.043 -0.0028
H -0.43615 -3.09714 3.33340 -0.121 -0.071 -0.102 -0.0020
H 0.08214 -4.03028 1.91598 -0.225 0.105 0.062 -0.0022
H -1.56617 -4.24035 2.56580 0.130 0.178 -0.068 -0.0033
H -2.40251 -2.33696 -0.90181 -0.014 -0.156 0.079 0.0015
H -2.73794 -3.77440 0.09271 0.179 0.115 -0.074 -0.0039
H -1.15691 -3.59132 -0.71570 -0.180 0.070 0.101 -0.0011
H 3.80704 0.72958 3.23557 -0.187 -0.107 -0.151 -0.0052
H 2.54631 1.69459 2.41494 0.199 -0.130 0.096 0.0009
H 3.64844 0.69436 1.44971 -0.065 0.023 0.261 0.0041
H 2.40196 -0.29760 4.93086 -0.162 -0.165 -0.332 -0.0066
H 0.90397 -1.25688 4.68882 0.147 0.172 0.104 -0.0002
H 0.88581 0.50916 4.45235 0.252 -0.175 0.098 0.0027
H 3.61468 -2.02382 3.54964 -0.218 0.092 -0.239 -0.0063
H 3.55627 -2.28479 1.78683 -0.134 0.052 0.273 0.0017
H 2.31203 -3.00683 2.83885 0.172 0.174 0.028 -0.0014
H 1.47111 -2.15078 -2.88516 -0.143 0.079 0.019 -0.0030
H 0.76742 -0.55076 -2.52029 0.063 -0.129 -0.012 -0.0004
H -0.18209 -2.02433 -2.22050 0.137 0.004 -0.105 -0.0022
H 2.40802 -3.85679 -1.12970 -0.149 0.063 0.175 -0.0047
H 0.82476 -4.05460 -0.34423 0.223 0.147 -0.044 0.0006
H 2.26875 -3.73500 0.63986 -0.102 0.061 -0.272 -0.0014
H 3.71164 -1.68528 -1.54140 -0.104 0.051 0.149 -0.0030
H 3.80985 -1.07281 0.12412 -0.087 -0.062 -0.196 -0.0015
H 3.15256 -0.03354 -1.15331 0.059 -0.475 0.015 0.0038
C 1.08216 2.28641 -2.19436 -0.120 0.175 -1.091 0.0010
C -0.16812 1.94870 -2.70553 -0.006 0.415 0.170 0.0042
C -0.58421 2.46190 -3.93154 0.279 -0.262 0.234 0.0015
C 0.27348 3.22330 -4.72925 0.139 -0.221 0.758 -0.0020
C 1.56478 3.51156 -4.25915 -0.381 -0.353 0.088 0.0004
C 1.97049 3.03941 -3.00055 0.013 -0.210 0.892 -0.0042
Se 1.48504 1.85631 -0.33090 -0.824 -0.290 -0.005 0.0101
H 0.03881 1.58203 0.09942 1.025 0.708 -0.563 0.0002
H -0.85931 1.34499 -2.12234 -0.068 0.064 -0.041 0.0077
H -1.60189 2.23542 -4.23210 0.437 0.055 -0.147 0.0002
H -0.08785 3.57339 -5.69012 0.195 0.098 0.090 -0.0001
H 2.23635 4.11438 -4.87473 -0.089 -0.273 0.335 0.0000
H 2.96611 3.25406 -2.60349 -0.275 0.164 -0.310 0.0006
C -1.76577 2.86485 0.57148 0.150 0.432 -0.186 0.0085
C -1.60771 2.13927 1.85614 -0.463 0.574 0.677 0.0213
N -1.07742 0.93837 2.08299 0.239 -0.767 -0.375 -0.1056
C -1.31864 0.63401 3.42919 -0.279 0.587 0.103 0.0327
C -1.95350 1.69217 4.00407 0.003 -0.078 -0.256 0.0036
N -2.12117 2.64091 3.00382 0.371 -0.928 -0.197 0.0016
H -2.42557 3.72495 0.73802 0.006 -0.286 -0.214 0.0003
H -0.80190 3.28516 0.23070 -0.641 -0.151 -0.008 0.0021
H -2.21292 2.20166 -0.18994 0.235 0.435 0.188 0.0021
H -1.03293 -0.30720 3.89612 -0.181 0.465 -0.314 -0.0116
H -2.32490 1.81984 5.00745 0.047 0.115 -0.028 -0.0001
H -2.57074 3.55252 3.07578 0.097 -0.392 0.130 -0.0010


Record 3
9
Properties=species:S:1:pos:R:3:forces:R:3:nbo_charge:R:1 method="wB97M-V/def2-TZVPD" relative_energy_kcal_mol=149.1 gap_ev=9.905 e_homo_ev=-9.585 e_tot_ev=-21244.3012 lumo_energy_ev=0.3 smiles=[O-][N+]#CCl.C#CO largest_force_ev_per_a=3.32
C -1.37698 -1.60646 0.01956 -0.617 -0.210 0.867 -0.4038
C -1.23319 -0.44323 -0.26259 -0.362 -1.964 -0.075 0.2955
C 1.85535 0.23175 0.17868 0.043 0.035 1.078 0.1032
N 1.58881 1.29642 0.60009 0.296 -1.640 -2.541 0.1622
O 1.26295 2.45616 0.51792 -0.135 0.661 1.161 -0.4194
O -0.98738 0.67567 -0.83924 2.548 -0.973 -1.068 -0.6427
Cl 2.21166 -1.37676 -0.03910 -0.122 0.927 0.327 0.1558
H -1.70729 -2.54174 0.47242 0.547 0.783 -0.489 0.2471
H -1.61393 1.30819 -0.64775 -2.198 2.380 0.740 0.5021


Record 4
14
Properties=species:S:1:pos:R:3:forces:R:3:nbo_charge:R:1 method="wB97M-V/def2-TZVPD" relative_energy_kcal_mol=88.5 gap_ev=11.182 e_homo_ev=-14.756 e_tot_ev=-6794.2505 lumo_energy_ev=-3.6 total_charge=+1 largest_force_ev_per_a=3.47
C -3.18790 -0.83043 -0.71263 -0.701 -0.147 -0.147 -0.4557
C -2.06962 -0.89193 -1.33433 -1.189 -0.973 -0.712 0.2629
C -0.88043 -0.94105 -1.87528 -0.073 0.167 -1.679 -0.6779
C 2.22320 0.91161 1.61626 1.710 -2.215 1.613 -0.7604
C 1.12156 0.63764 0.79897 -1.395 -1.555 -2.771 0.5915
N 0.44781 0.20187 -0.03238 0.619 1.320 2.143 -0.4084
H -0.66533 -0.19935 -2.67024 0.170 -0.581 0.516 0.2827
H 3.01490 1.35290 0.99605 -0.124 -0.074 0.364 0.3061
H 1.95144 1.50961 2.46662 0.117 0.376 0.356 0.2961
H 2.54752 -0.18375 2.00806 -0.468 2.586 -0.803 0.3113
H -4.22977 -1.16113 -0.89347 1.133 0.043 -0.353 0.2964
H -3.01466 -0.31034 0.18337 -0.285 0.793 1.541 0.2510
H -0.26930 -1.82483 -1.74693 0.094 -0.088 -0.212 0.2782
H -0.38479 -0.27963 -0.73538 0.394 0.349 0.143 0.4263


Record 5
22
Properties=species:S:1:pos:R:3:forces:R:3:nbo_charge:R:1 method="wB97M-V/def2-TZVPD" relative_energy_kcal_mol=121.6 gap_ev=3.493 e_homo_ev=-16.090 e_tot_ev=-54481.6706 lumo_energy_ev=-12.6 total_charge=+2 largest_force_ev_per_a=5.68
Be -3.87528 18.52213 -23.15464 0.076 -0.667 3.605 1.6832
Be -3.61120 17.76901 -19.02162 -1.865 0.057 -3.629 1.6686
B -4.45598 16.61445 -21.25131 1.446 0.188 2.176 -0.9397
H -4.96239 17.39298 -20.70204 -2.485 3.154 2.537 -0.0077
H -3.42689 16.93878 -21.25414 4.658 0.381 0.214 0.0003
H -4.64439 15.65076 -20.80406 -0.548 -3.639 0.721 0.0872
H -4.83624 16.69396 -22.25795 -1.978 0.999 -5.227 0.0581
B -3.21059 19.64867 -20.88573 -0.874 -2.365 -0.029 -1.1229
H -2.76095 20.13776 -20.03552 2.128 2.425 2.797 0.1758
H -3.20796 20.31495 -21.73443 -0.036 3.298 -3.627 0.1348
H -2.67285 18.73549 -21.08870 2.736 -3.601 -0.924 0.0174
H -4.22113 19.34153 -20.66505 -4.331 -0.953 1.084 0.0258
C -7.33078 15.35657 -19.23976 -0.594 -0.046 -0.853 -0.4215
Cl -8.17293 16.65050 -20.00677 -0.462 0.623 -1.094 0.0522
Cl -6.11691 16.10014 -18.20287 1.436 0.289 1.632 0.0155
H -8.13473 14.88984 -18.67063 0.792 -0.398 0.640 0.2846
H -6.81819 14.67065 -19.91420 -0.271 0.164 -0.024 0.2460
C -6.65572 14.27637 -23.48219 0.082 -0.408 0.817 -0.4259
Cl -8.19697 14.19238 -22.68231 -0.913 -0.391 0.506 0.0094
Cl -6.71405 15.59661 -24.61452 0.572 0.633 -0.697 -0.0015
H -5.95641 14.49262 -22.67453 0.325 -0.074 -0.500 0.2058
H -6.45827 13.31880 -23.96406 0.107 0.330 -0.126 0.2544


Record 6
22
Properties=species:S:1:pos:R:3:forces:R:3:mulliken_spin:R:1 method="wB97M-V/def2-TZVPD" relative_energy_kcal_mol=45.6 gap_ev="7.107 / 6.548" e_homo_ev="-18.671 / -19.001" spin_multiplicity=4 e_tot_ev=-14553.4443 lumo_energy_ev="-11.6 / -12.5" total_charge=+2 largest_force_ev_per_a=6.83
Re 1.56416 -0.66928 -0.23182 0.117 -4.653 -4.995 2.3631
C -2.14575 -2.04519 -2.59955 0.560 0.057 -1.004 0.0017
H -2.67142 -1.57608 -3.47541 0.702 -0.632 0.755 0.0003
H -1.04517 -1.81267 -2.61477 -0.891 -0.108 -0.154 0.0026
H -2.25830 -3.13905 -2.59060 -0.031 0.450 -0.208 0.0005
H -2.59214 -1.65260 -1.71004 -0.268 0.271 0.661 -0.0001
H 2.45371 -1.08414 -1.58826 1.344 0.377 0.157 -0.1031
C 0.52471 2.44940 0.62399 0.870 -1.273 0.328 0.0382
C 0.53739 1.00020 0.26280 -1.992 -0.217 -0.581 -0.0297
N 0.08470 0.52660 -0.96497 -1.720 3.542 1.456 0.4191
O -0.64672 1.57381 -1.50149 1.005 -1.495 -1.473 0.1529
C 0.80618 -0.10489 1.39830 0.121 1.352 3.031 -0.1162
C 0.89442 0.19843 2.82514 -0.428 0.275 -0.124 0.0115
N 0.60453 -1.77147 1.11704 -0.647 -1.707 3.094 0.0743
O 0.11255 -2.48935 1.94279 1.443 2.719 -3.319 0.1933
H 0.39902 3.10827 -0.21683 -0.224 0.033 -0.248 0.0026
H 1.50203 2.59405 1.05635 0.356 0.559 0.544 -0.0032
H -0.23224 2.55412 1.37925 -0.433 0.539 0.387 -0.0010
H -0.72833 1.49585 -2.49379 0.186 -0.371 0.816 -0.0052
H 0.86379 -0.74586 3.40877 -0.072 0.808 -0.050 0.0099
H 1.89617 0.67775 2.91326 -0.598 -0.066 0.425 -0.0112
H 0.07668 0.91211 3.05983 0.600 -0.457 0.502 -0.0001


Record 7
48
Properties=species:S:1:pos:R:3:forces:R:3:nbo_charge:R:1 method="wB97M-V/def2-TZVPD" relative_energy_kcal_mol=8.9 gap_ev=6.061 e_homo_ev=-11.219 e_tot_ev=-27006.6785 lumo_energy_ev=-5.2 total_charge=+1 largest_force_ev_per_a=1.64
C -5.10845 6.09901 6.71030 -0.101 0.154 0.070 -0.6050
C -3.99810 5.35172 5.98607 0.240 0.184 0.026 -0.0313
C -4.19979 3.84761 6.16354 0.100 -0.075 0.216 -0.6234
C -4.00581 5.67683 4.49694 -0.112 0.136 -0.106 -0.6160
C -2.70005 5.88980 6.65895 -0.035 -0.643 0.043 -1.0029
Si -1.00994 5.40786 6.09516 0.914 0.546 -0.140 1.9883
C -0.53332 5.25620 4.27594 0.288 -0.147 0.528 -1.2084
C 0.38992 5.62958 7.35040 -0.451 -0.518 -0.511 -1.1912
H -0.74414 2.24318 6.42642 -0.172 1.615 -0.259 0.1639
H -4.95920 7.17689 6.59755 -0.194 -0.042 0.056 0.2104
H -6.08929 5.83495 6.31990 -0.056 0.005 -0.028 0.2296
H -5.08215 5.85544 7.77781 -0.117 0.076 -0.106 0.2134
H -3.46475 3.26518 5.58960 -0.075 0.023 0.166 0.2128
H -4.15622 3.54165 7.22272 0.025 0.133 -0.368 0.2151
H -5.19775 3.58454 5.78135 0.318 -0.006 0.115 0.2372
H -3.21865 5.13182 3.95406 -0.288 0.156 0.109 0.1988
H -4.97665 5.37556 4.08083 0.290 0.149 -0.053 0.2374
H -3.87208 6.75661 4.33648 -0.067 -0.246 -0.092 0.2131
H -2.66787 6.99600 6.54082 0.076 -0.248 -0.024 0.2914
H -2.78950 5.71792 7.74302 0.302 0.062 -0.178 0.2798
H -0.79555 6.19166 3.74236 -0.121 -0.465 0.256 0.2952
H 0.55227 5.09457 4.14929 -0.434 0.098 0.255 0.2824
H -1.04016 4.39923 3.80972 -0.046 0.338 0.027 0.2878
H 0.56572 6.71856 7.45671 -0.089 -0.415 -0.003 0.2926
H 0.12052 5.20205 8.32644 -0.040 0.293 -0.201 0.2809
H 1.31941 5.14015 7.02238 -0.289 0.264 -0.030 0.2833
C -1.73641 1.25275 8.04049 -0.181 0.051 -0.010 -0.3998
C -3.14400 0.70875 7.68867 0.088 0.078 0.008 -0.4426
C -3.09118 0.43283 6.19395 0.638 0.038 0.019 -0.1624
C -1.88427 0.70668 5.66940 -0.429 -0.454 0.417 -0.2030
C -0.93310 1.23062 6.72211 -0.386 0.163 0.358 -0.2530
C 0.48752 0.77930 6.83124 -0.004 0.271 -0.951 -0.0091
C 1.06400 0.21078 5.69229 0.633 -0.352 0.823 -0.2166
C 2.39772 -0.19965 5.76166 -0.096 0.510 0.244 -0.1895
C 3.16032 0.08521 6.90967 -0.219 -0.294 -0.281 -0.2182
C 2.59678 0.79506 7.97704 0.033 0.174 -0.395 -0.1968
C 1.26286 1.20352 7.91358 0.336 -0.576 -0.087 -0.2318
H -1.73159 2.29559 8.39682 -0.379 -0.404 0.173 0.1899
H -1.30795 0.64005 8.84241 0.225 0.157 -0.356 0.2315
H -3.35892 -0.20715 8.25946 -0.072 0.268 -0.199 0.2282
H -3.91086 1.44724 7.95097 -0.079 -0.286 -0.142 0.2090
H -3.95548 0.01498 5.67417 0.328 0.256 -0.029 0.2249
H -1.57485 0.65422 4.61958 -0.395 -0.203 0.421 0.2152
H 0.47041 0.11767 4.78060 0.288 -0.359 0.363 0.2115
H 2.82360 -0.70130 4.90050 0.209 0.039 0.153 0.2218
H 4.20346 -0.23981 6.94709 -0.384 0.132 0.062 0.2258
H 3.20539 1.06730 8.83743 -0.073 -0.066 -0.206 0.2214
H 0.84732 1.86723 8.68191 0.051 -0.570 -0.154 0.2081